Entry 1:
ORCA calculation (wB97M-V/def2-TZVPD) on one molecule with the formula C18H27N5O5S.

Structure (XYZ):
```
56
C18H27N5O5S wB97M-V/def2-TZVPD
C 0.25414 3.33864 3.48735
C 0.07105 2.06554 4.30473
C 0.42742 0.76299 3.57272
C 1.92916 0.61877 3.34038
C -0.39809 0.59913 2.28953
N -0.40682 -0.78162 1.83853
C -1.54986 -1.33665 1.34756
O -2.65096 -0.89376 1.54922
O -1.24453 -2.43966 0.63714
C -2.30007 -3.27727 0.08144
C -3.17214 -2.47603 -0.88209
C -3.12553 -3.87386 1.21931
C -1.54074 -4.37189 -0.67010
C 0.04097 1.40023 1.10532
N 1.22483 1.78239 0.74895
N 1.13321 2.28157 -0.49824
C -0.10693 2.15797 -0.86051
S -0.76354 2.43312 -2.43531
C 0.49558 1.50469 -3.47893
C 1.15287 0.46301 -2.65702
C 2.39158 0.59948 -2.11097
C 3.37291 1.65622 -2.48985
N 2.79869 -0.26854 -1.13394
C 1.95027 -1.13933 -0.48990
O 2.23137 -1.66660 0.56400
N 0.77336 -1.35867 -1.14617
C 0.28342 -0.62704 -2.22208
O -0.79608 -0.89607 -2.70075
O -0.86029 1.61773 0.11834
H 1.25887 3.40357 3.08042
H -0.45442 3.37960 2.66340
H 0.08216 4.20785 4.11839
H -0.96920 2.00753 4.63427
H 0.69502 2.12685 5.19865
H 0.10897 -0.06329 4.21968
H 2.30577 1.42486 2.72086
H 2.44703 0.63247 4.29642
H 2.15414 -0.32137 2.84389
H -1.44880 0.84798 2.48786
H 0.48049 -1.22092 1.62346
H -3.73816 -1.72112 -0.34405
H -2.55632 -1.98347 -1.63223
H -3.86449 -3.14713 -1.38261
H -3.87466 -4.54775 0.81368
H -3.62652 -3.08299 1.77098
H -2.48168 -4.42694 1.90026
H -1.03286 -3.95458 -1.53658
H -0.80380 -4.83252 -0.01644
H -2.23626 -5.13295 -1.01058
H -0.13013 1.06859 -4.25582
H 1.18056 2.24023 -3.88609
H 3.35212 1.84678 -3.55894
H 4.37919 1.36030 -2.20453
H 3.11802 2.57511 -1.96305
H 3.67468 -0.08757 -0.66078
H 0.12322 -2.01600 -0.70616
```

Calculated values
HOMO-LUMO gap: 9.507 eV
ΔE to the lowest compared entry with this formula, charge and spin: 0.382 eV
structure (SMILES): CC[C@H](C)[C@H](NC(=O)OC(C)(C)C)c1nnc(SCc2c(C)[nH]c(=O)[nH]c2=O)o1
largest force on an atom: 1.4 eV/Å
HOMO: -0.330 Eh


Entry 2:
ORCA calculation (wB97M-V/def2-TZVPD) on one molecule with the formula C18H27NO5.

Structure (XYZ):
```
51
C18H27NO5 wB97M-V/def2-TZVPD
C -4.80192 -2.08308 1.68867
C -4.70342 -1.53445 0.26991
C -3.46498 -2.07168 -0.44549
C -3.41835 -1.73324 -1.93663
C -3.32602 -0.23552 -2.22277
O -2.14946 0.31151 -1.62433
C -2.29780 1.19467 -0.64291
O -3.35869 1.60976 -0.25037
C -0.97171 1.63668 -0.06494
C 0.18556 0.64373 -0.17433
C 1.50544 1.14052 -0.75706
O 1.66046 1.74511 -1.79356
N 2.48916 0.75266 0.08401
C 3.88442 1.01318 -0.18425
C 4.43913 0.11970 -1.29777
C 4.29760 -1.36404 -0.97663
O 4.92693 -1.63976 0.25608
C 4.90130 -2.99941 0.59432
C 2.04405 0.11624 1.30780
C 0.56693 0.44152 1.32367
C -0.54408 -0.37729 1.93502
C -1.56828 0.46387 2.02148
C -1.05063 1.78948 1.49723
O 0.31192 1.73902 1.85521
H -4.90318 -3.16665 1.67501
H -3.90929 -1.83274 2.25846
H -5.66502 -1.66469 2.20058
H -5.59719 -1.81966 -0.29004
H -4.66503 -0.44505 0.31105
H -3.44345 -3.15993 -0.34554
H -2.56978 -1.67918 0.04398
H -2.55131 -2.22386 -2.38415
H -4.31548 -2.11144 -2.42982
H -4.19892 0.29745 -1.83658
H -3.23869 -0.06109 -3.29871
H -0.70349 2.59762 -0.51284
H -0.10194 -0.27818 -0.68189
H 3.98852 2.05832 -0.49137
H 4.44530 0.84277 0.73448
H 3.90674 0.33064 -2.22524
H 5.49418 0.35782 -1.43275
H 3.23261 -1.64348 -0.92627
H 4.76036 -1.96266 -1.77691
H 3.87163 -3.37161 0.68323
H 5.42588 -3.60761 -0.15343
H 5.40419 -3.09325 1.55469
H 2.54972 0.55164 2.17287
H 2.22368 -0.96462 1.29136
H -0.48583 -1.42506 2.15407
H -2.57738 0.29765 2.33965
H -1.53803 2.69157 1.85086
```

Calculated values
HOMO-LUMO gap: 9.930 eV
ΔE to the lowest compared entry with this formula, charge and spin: 0.927 eV
structure (SMILES): CCCCCOC(=O)[C@@H]1[C@H]2C(=O)N(CCCOC)C[C@]23C=C[C@H]1O3
largest force on an atom: 0.7 eV/Å
HOMO: -0.342 Eh


Entry 3:
ORCA calculation (wB97M-V/def2-TZVPD) on C18H28AsBI2MnN2O3Si2 as an isolated structure.

Structure (XYZ):
```
58
C18H28AsBI2MnN2O3Si2 wB97M-V/def2-TZVPD
Mn -1.35723 -0.99310 -0.55391
I -2.25852 -3.42598 -0.70834
I -3.13583 -5.31093 -3.11147
C -1.10531 -3.99708 2.98714
Si -0.24572 -2.39712 3.35585
C 1.59703 -2.67828 3.36228
C -0.76058 -1.79114 5.03581
As -0.87694 -0.78410 1.83623
Si 0.76352 0.85120 2.01839
C 2.46547 0.32768 1.43632
C 0.19466 2.30598 0.99150
C 0.93699 1.43472 3.78328
H -0.86166 -4.71886 3.77154
H -0.80090 -4.41118 2.02549
H -2.18835 -3.86925 2.96054
H 1.83691 -3.52882 4.00617
H 2.12783 -1.80669 3.74881
H 1.97193 -2.88574 2.35882
H -0.45812 -2.50655 5.80582
H -1.84428 -1.67281 5.07851
H -0.31207 -0.82516 5.26854
H 2.43457 -0.21170 0.49253
H 2.94817 -0.32351 2.16599
H 3.09613 1.21198 1.30529
H -0.03383 2.04631 -0.04523
H 0.95679 3.08883 0.97720
H -0.71975 2.71863 1.42414
H 1.42874 0.68774 4.40897
H -0.03871 1.65350 4.21898
H 1.53992 2.34588 3.81935
O -2.40778 0.89055 -1.28026
B -2.39739 -0.19285 -2.18223
O -2.96677 0.13413 -3.38124
C -3.32933 1.47147 -3.24711
C -3.93419 2.27536 -4.18204
C -4.18287 3.59129 -3.79058
C -3.83514 4.05888 -2.52592
C -3.21938 3.22799 -1.58807
C -2.99081 1.94041 -1.99760
H -4.20178 1.90402 -5.16052
H -4.65634 4.26700 -4.48966
H -4.04401 5.08583 -2.26225
H -2.93869 3.56904 -0.60271
N 3.99788 1.47206 -3.88863
C 2.83093 1.49325 -3.19908
O 2.14842 2.49160 -3.10081
C 2.39021 0.20495 -2.55774
C 3.17721 -0.92481 -2.40019
C 2.65542 -2.04251 -1.76994
C 1.35250 -1.99574 -1.31008
N 0.59381 -0.90349 -1.45632
C 1.09437 0.16959 -2.06571
H 4.26812 2.32264 -4.35236
H 4.49713 0.62897 -4.09639
H 4.20455 -0.94443 -2.74065
H 3.24456 -2.93548 -1.62423
H 0.89116 -2.83373 -0.80214
H 0.45737 1.03958 -2.17009
```

Calculated values
HOMO-LUMO gap (spin up / spin down): 5.315 / 5.451 eV
ΔE to the lowest compared entry with this formula, charge and spin: 0.101 eV
spin multiplicity: 6
largest force on an atom: 0.6 eV/Å
HOMO (spin up / spin down): -0.254 / -0.265 Eh


Entry 4:
ORCA calculation (wB97M-V/def2-TZVPD) on a 3-piece molecular cluster, C18H28BF17NO12P2S2 overall.

Structure (XYZ):
```
81
C18H28BF17NO12P2S2 wB97M-V/def2-TZVPD
N 3.46404 -0.40112 0.12105
P 3.03557 0.14701 1.69920
O 2.97567 -1.30219 2.47222
C 1.20649 0.40889 1.47936
C 0.65586 1.66298 2.20697
O -0.21029 2.29295 1.28744
B -0.30958 1.42012 0.07682
C -0.45907 2.34253 -1.25339
C 0.28127 1.74866 -2.46956
C -0.62817 1.29998 -3.57999
F -1.36529 2.34686 -4.07533
F -1.54155 0.36287 -3.16508
C 0.14493 0.68393 -4.80660
F 1.41086 0.34712 -4.45763
F 0.25246 1.62129 -5.78187
C -0.50869 -0.54299 -5.52542
F 0.18112 -0.74636 -6.66754
F -1.75404 -0.14081 -5.87558
C -0.69342 -1.97439 -4.84472
F -0.61251 -2.88971 -5.84738
F -1.93377 -2.03047 -4.35107
C 0.24593 -2.55290 -3.73021
F 0.31872 -1.71638 -2.68370
F -0.37678 -3.67232 -3.30380
C 1.68310 -2.99850 -4.19782
F 1.60969 -4.30180 -4.57947
F 2.08769 -2.28009 -5.26496
C 2.75024 -2.92934 -3.06071
F 2.98297 -1.65188 -2.70727
F 2.26144 -3.61576 -1.99642
C 4.12568 -3.56543 -3.42866
F 4.03700 -4.88995 -3.51970
F 4.57540 -3.09281 -4.58901
F 4.99702 -3.26519 -2.47820
P -1.91655 0.31530 0.49008
O -1.98180 -0.23218 1.86912
O -2.13569 -0.85883 -0.64341
O -3.25217 1.19503 0.18320
O 0.89854 0.59746 0.10742
H 2.80082 -1.09346 -0.22352
H 3.38778 0.39386 -0.50921
H 2.25164 -1.85599 2.14496
H 0.66187 -0.46422 1.87421
H 1.45431 2.35193 2.51455
H 0.12642 1.34550 3.11617
H -1.51471 2.52016 -1.48316
H -0.03160 3.32258 -1.02167
H 0.90925 0.91781 -2.15357
H 0.94895 2.49239 -2.92255
H -1.25587 -1.14112 -0.92791
H -3.71329 0.88374 -0.60488
O 1.58275 -3.66346 6.04900
S 1.65422 -4.19468 4.72254
O 1.16128 -3.43792 3.61692
O 0.96291 -5.62906 4.71937
C -0.38787 -5.70388 5.23328
C -1.41990 -5.13726 4.28012
C 3.29494 -4.71216 4.36591
H -0.42144 -5.20880 6.20496
H -0.54943 -6.76831 5.39343
H -1.30004 -4.06401 4.14489
H -2.41826 -5.32241 4.67777
H -1.33714 -5.60897 3.30112
H 3.66552 -5.31321 5.19130
H 3.87891 -3.80034 4.25261
H 3.28814 -5.27328 3.43572
O -1.93943 5.56436 3.35840
S -2.34982 5.48368 1.98671
O -1.42588 5.85849 0.96075
O -3.67083 6.38944 1.83221
C -3.59788 7.73692 2.32345
C -2.80658 8.66345 1.42087
C -3.08719 3.93703 1.62961
H -3.19294 7.72435 3.33730
H -4.63708 8.05821 2.38282
H -1.75566 8.38389 1.38741
H -2.88257 9.68695 1.79239
H -3.19420 8.62678 0.40266
H -3.81694 3.71687 2.40344
H -2.27905 3.20363 1.63347
H -3.54645 3.98895 0.64779
```

Calculated values
HOMO-LUMO gap: 7.302 eV
ΔE to the lowest compared entry with this formula, charge and spin: 0.000 eV
largest force on an atom: 1.1 eV/Å
HOMO: -0.189 Eh
total charge: -1


Please write out number 1 again, unchanged.
ORCA calculation (wB97M-V/def2-TZVPD) on one molecule with the formula C18H27N5O5S.

Structure (XYZ):
```
56
C18H27N5O5S wB97M-V/def2-TZVPD
C 0.25414 3.33864 3.48735
C 0.07105 2.06554 4.30473
C 0.42742 0.76299 3.57272
C 1.92916 0.61877 3.34038
C -0.39809 0.59913 2.28953
N -0.40682 -0.78162 1.83853
C -1.54986 -1.33665 1.34756
O -2.65096 -0.89376 1.54922
O -1.24453 -2.43966 0.63714
C -2.30007 -3.27727 0.08144
C -3.17214 -2.47603 -0.88209
C -3.12553 -3.87386 1.21931
C -1.54074 -4.37189 -0.67010
C 0.04097 1.40023 1.10532
N 1.22483 1.78239 0.74895
N 1.13321 2.28157 -0.49824
C -0.10693 2.15797 -0.86051
S -0.76354 2.43312 -2.43531
C 0.49558 1.50469 -3.47893
C 1.15287 0.46301 -2.65702
C 2.39158 0.59948 -2.11097
C 3.37291 1.65622 -2.48985
N 2.79869 -0.26854 -1.13394
C 1.95027 -1.13933 -0.48990
O 2.23137 -1.66660 0.56400
N 0.77336 -1.35867 -1.14617
C 0.28342 -0.62704 -2.22208
O -0.79608 -0.89607 -2.70075
O -0.86029 1.61773 0.11834
H 1.25887 3.40357 3.08042
H -0.45442 3.37960 2.66340
H 0.08216 4.20785 4.11839
H -0.96920 2.00753 4.63427
H 0.69502 2.12685 5.19865
H 0.10897 -0.06329 4.21968
H 2.30577 1.42486 2.72086
H 2.44703 0.63247 4.29642
H 2.15414 -0.32137 2.84389
H -1.44880 0.84798 2.48786
H 0.48049 -1.22092 1.62346
H -3.73816 -1.72112 -0.34405
H -2.55632 -1.98347 -1.63223
H -3.86449 -3.14713 -1.38261
H -3.87466 -4.54775 0.81368
H -3.62652 -3.08299 1.77098
H -2.48168 -4.42694 1.90026
H -1.03286 -3.95458 -1.53658
H -0.80380 -4.83252 -0.01644
H -2.23626 -5.13295 -1.01058
H -0.13013 1.06859 -4.25582
H 1.18056 2.24023 -3.88609
H 3.35212 1.84678 -3.55894
H 4.37919 1.36030 -2.20453
H 3.11802 2.57511 -1.96305
H 3.67468 -0.08757 -0.66078
H 0.12322 -2.01600 -0.70616
```

Calculated values
HOMO-LUMO gap: 9.507 eV
ΔE to the lowest compared entry with this formula, charge and spin: 0.382 eV
structure (SMILES): CC[C@H](C)[C@H](NC(=O)OC(C)(C)C)c1nnc(SCc2c(C)[nH]c(=O)[nH]c2=O)o1
largest force on an atom: 1.4 eV/Å
HOMO: -0.330 Eh